The following is a DFT calculation (the ωB97M-V functional and the def2-TZVPD basis) of the molecule C21H22 in a non-equilibrium geometry.

Element x y z (Å)
C1 -3.57448 3.83208 -1.93877
C2 -2.39876 2.89241 -1.70814
C3 -1.35616 3.08389 -2.50472
C4 -0.26522 2.22339 -2.39452
C5 -0.39289 1.11598 -1.51129
C6 -1.56281 0.92518 -0.76831
C7 -2.52188 1.78800 -0.87592
C8 -3.69129 1.50343 0.05821
C9 -3.13006 0.32057 0.84451
C10 -1.85023 -0.20482 0.03715
C11 -0.59969 -0.88472 0.52880
C12 -0.78708 -1.60221 1.71647
C13 0.38245 -2.09502 2.32460
C14 1.63434 -2.00743 1.68839
C15 1.82906 -1.36698 0.49783
C16 0.67326 -0.77339 -0.07542
C17 0.80217 -0.01416 -1.39824
C18 3.25649 -1.35150 -0.18117
C19 4.34704 -1.65031 0.77508
C20 4.01110 -2.86005 1.50128
C21 2.79285 -2.62242 2.42525
H1 -4.12245 3.97506 -0.97586
H2 -3.21182 4.85628 -2.22878
H3 -4.21588 3.41905 -2.75460
H4 -1.22691 3.87198 -3.19718
H5 0.58502 2.30347 -3.15200
H6 -4.47858 1.21009 -0.59034
H7 -3.88390 2.31387 0.60827
H8 -3.85822 -0.46413 1.04150
H9 -2.77526 0.72828 1.81443
H10 -2.31510 -0.93128 -0.54820
H11 -1.72703 -1.63077 2.19537
H12 0.28992 -2.38540 3.35916
H13 1.71385 0.56712 -1.54158
H14 0.72005 -0.70288 -2.24010
H15 3.20083 -2.08619 -0.95072
H16 3.43703 -0.40125 -0.65487
H17 4.61731 -0.81220 1.47116
H18 5.26576 -1.78469 0.21513
H19 3.74223 -3.64839 0.88798
H20 4.98717 -3.03627 2.06569
H21 2.55837 -3.58504 2.86507
H22 3.09941 -2.02861 3.26943

Forces on the atoms, in the same order (eV/Å):
-0.05 0.63 0.65
-3.53 1.14 0.13
3.38 -0.84 -0.51
0.64 -1.95 -0.19
2.57 -1.10 -1.11
4.34 -0.67 -2.14
-3.14 3.85 0.27
2.49 -3.23 -2.92
1.48 -0.09 1.81
-0.68 -0.61 1.07
-0.35 -0.09 1.40
3.38 0.15 -0.29
-1.18 0.81 -0.72
-0.08 -0.87 1.90
-0.22 0.52 -1.18
0.10 0.50 -0.68
-2.38 2.03 0.26
-2.43 1.36 0.70
1.00 1.63 -0.65
1.35 0.62 3.78
1.26 -0.62 -0.27
-0.04 -0.18 -0.95
-0.35 -1.03 0.08
0.18 0.46 0.79
-0.48 0.93 -0.53
-1.00 -0.12 1.48
-1.32 -0.14 -0.21
-1.21 2.96 2.22
0.09 -0.03 0.02
-0.24 -0.40 -0.24
-0.72 -1.46 -1.67
-0.86 -0.08 0.45
0.31 -0.66 0.08
0.16 -0.36 0.33
-0.08 -0.04 -0.08
0.21 -0.70 -0.76
-0.19 0.44 -0.31
-0.70 -0.50 -0.44
0.29 -0.14 -0.29
-0.02 -1.75 -1.50
-1.56 -0.78 -0.16
-0.51 -0.21 0.01
0.08 0.63 0.36

Values from the calculation:
**Largest force on an atom**: 5.02 eV/Å
**2S+1**: 1
**Gap between HOMO and LUMO**: 9.2 eV
**HOMO level**: -0.3052 hartree
**E_LUMO**: 0.94 eV
**Total energy**: -813.37151 Ha

***

The following is a DFT calculation (the ωB97M-V functional and the def2-TZVPD basis) of the molecule C21H22Cl2N4O2S in a non-equilibrium geometry.

Element x y z (Å)
C1 -3.10256 -1.55119 -2.24238
C2 -3.84913 -1.59665 -0.91255
N1 -3.02008 -1.14694 0.17583
C3 -3.07581 0.00894 0.90621
C4 -4.05403 1.11149 0.73564
C5 -3.57571 2.08723 -0.35568
N2 -2.20553 2.48129 -0.14601
C6 -1.19906 1.88643 -0.84273
O1 -1.42395 1.13814 -1.78035
C7 0.18005 2.25193 -0.43936
C8 1.21959 1.44437 -0.88943
C9 2.53814 1.73777 -0.60137
C10 2.84399 2.86367 0.15831
O2 4.09487 3.25786 0.50326
C11 5.19481 2.50928 0.03874
C12 1.80386 3.68038 0.61225
C13 0.49365 3.38202 0.31644
N3 -2.10997 0.03180 1.78098
N4 -1.39598 -1.09921 1.65982
C14 -1.93999 -1.79694 0.69891
S1 -1.44789 -3.37532 0.17425
C15 -0.10199 -3.66909 1.38596
C16 1.17918 -3.06288 0.92626
C17 1.57228 -1.81316 1.39372
C18 2.75782 -1.23224 0.98582
C19 3.56363 -1.90809 0.08389
Cl1 5.05809 -1.21400 -0.43389
C20 3.19488 -3.14516 -0.41665
C21 2.00369 -3.71094 0.00732
Cl2 1.55843 -5.25330 -0.63019
H1 -3.79740 -1.72731 -3.05849
H2 -2.62654 -0.58239 -2.37612
H3 -2.33221 -2.31745 -2.26832
H4 -4.16927 -2.62183 -0.69456
H5 -4.73047 -0.95239 -0.94855
H6 -5.04216 0.72618 0.48026
H7 -4.11629 1.63743 1.68993
H8 -4.21416 2.97576 -0.36051
H9 -3.61515 1.61067 -1.33841
H10 -1.98926 2.88047 0.75337
H11 0.97528 0.57495 -1.48105
H12 3.31504 1.09214 -0.97762
H13 6.07871 3.02465 0.41083
H14 5.18178 1.48740 0.42818
H15 5.22651 2.47943 -1.05449
H16 2.05906 4.55497 1.18980
H17 -0.27925 4.05678 0.65323
H18 -0.03043 -4.75317 1.46534
H19 -0.43621 -3.22663 2.32137
H20 0.91829 -1.28796 2.07277
H21 3.04705 -0.26565 1.36454
H22 3.82178 -3.66354 -1.12452

Forces on the atoms, in the same order (eV/Å):
-0.10 0.06 0.09
-0.16 -0.16 -0.54
0.54 0.09 0.64
-0.18 -0.05 0.19
0.16 0.08 -0.28
-0.23 -0.01 -0.09
-0.14 0.23 0.11
-0.10 0.23 0.02
0.07 -0.16 -0.07
0.38 -0.12 -0.06
-0.33 0.13 0.04
0.33 0.12 0.05
-0.21 0.06 0.01
-0.33 0.17 0.09
0.21 -0.16 -0.05
0.24 0.01 0.05
0.03 -0.17 -0.08
-0.58 0.98 0.25
0.40 -0.78 -0.17
-0.01 0.01 0.07
0.09 -0.51 -0.09
-0.40 0.12 -0.17
0.13 -0.05 -0.08
0.12 -0.08 0.02
0.14 -0.07 -0.06
-0.34 -0.17 0.12
0.26 0.10 -0.11
-0.02 -0.01 -0.01
0.13 0.41 0.20
-0.06 -0.22 -0.11
-0.07 -0.08 -0.11
-0.03 0.00 -0.02
0.07 -0.04 -0.07
-0.11 0.17 0.03
0.05 -0.13 0.07
-0.06 0.08 0.07
-0.05 -0.09 -0.02
0.01 -0.11 -0.07
-0.07 0.13 0.12
0.12 -0.07 -0.05
-0.03 -0.07 -0.05
0.12 -0.07 -0.01
-0.04 -0.06 -0.05
-0.02 0.07 -0.04
-0.02 -0.01 0.03
0.02 0.11 0.06
-0.06 0.07 0.03
-0.06 0.09 0.07
0.07 -0.12 0.04
-0.01 0.00 0.05
0.06 0.09 0.02
0.06 -0.03 -0.04

Values from the calculation:
**Largest force on an atom**: 1.17 eV/Å
**2S+1**: 1
**Energy relative to the best compared isomer or geometry (same formula, charge and spin)**: 0.0 kJ/mol
**Gap between HOMO and LUMO**: 9.0 eV
**HOMO level**: -0.3069 hartree
**E_LUMO**: 0.66 eV
**Total energy**: -2501.54948 Ha

***

The following is a DFT calculation (the ωB97M-V functional and the def2-TZVPD basis) of a structure of composition C21H22Co2NO6 in a non-equilibrium geometry.

Element x y z (Å)
O1 -2.30125 -5.36050 0.05128
C1 -2.01640 -4.31447 0.44818
Co1 -1.58903 -2.73566 1.14438
C2 -2.55849 -3.00355 2.55343
O2 -3.20686 -3.15378 3.49465
C3 0.04256 -2.72094 1.71816
O3 1.11914 -2.58362 2.13301
C4 -1.95687 -0.82303 1.11483
C5 -1.23385 -0.05434 0.26708
C6 -0.19109 0.94008 0.18052
C7 0.49500 1.19259 1.55391
C8 -0.34610 1.67005 2.56997
C9 0.14777 1.95925 3.84853
C10 1.51506 1.79102 4.12279
C11 2.35786 1.33393 3.11547
C12 1.84256 1.02176 1.85565
Co2 -2.33517 -1.17327 -0.64454
C13 -3.22892 -2.41826 -1.48836
O4 -3.80831 -3.25325 -2.04105
C14 -0.96686 -2.16410 -1.21820
O5 -0.12136 -2.69495 -1.83314
C15 -3.66684 -0.12696 -1.01511
O6 -4.54715 0.60268 -1.21607
H1 -2.59557 -0.44056 1.92604
H2 -0.66905 1.91031 -0.06203
H3 -1.40526 1.81573 2.35155
H4 -0.54058 2.29671 4.62565
H5 1.91466 2.00360 5.11302
H6 3.42797 1.18715 3.28758
H7 2.54749 0.60416 1.15094
C16 -1.48373 2.68988 -3.59940
C17 -1.17094 1.59010 -2.59160
C18 0.27604 1.67385 -2.13655
N1 0.63064 0.65842 -1.05610
C19 2.13484 0.52435 -1.04235
C20 2.60086 -0.87100 -0.59982
C21 4.11643 -0.94556 -0.51182
H8 -2.55409 2.69803 -3.82758
H9 -1.22061 3.68728 -3.22151
H10 -0.94801 2.51182 -4.53844
H11 -1.85623 1.67530 -1.74267
H12 -1.33728 0.59930 -3.05092
H13 0.93699 1.47246 -2.98471
H14 0.53859 2.65524 -1.71437
H15 0.30903 -0.26402 -1.40159
H16 2.46226 0.65159 -2.08028
H17 2.55486 1.37324 -0.49444
H18 2.13697 -1.18339 0.34811
H19 2.23464 -1.57914 -1.36247
H20 4.42425 -1.87169 -0.01469
H21 4.54267 -0.95579 -1.52092
H22 4.54676 -0.09805 0.03600

Forces on the atoms, in the same order (eV/Å):
0.01 0.26 0.16
0.19 -0.61 -0.50
-0.28 -2.03 0.25
-0.94 0.66 0.26
0.20 -0.21 0.17
1.04 1.07 -0.53
-0.22 -0.39 0.17
0.42 1.90 2.46
1.94 0.62 2.33
-1.67 0.53 1.98
-0.05 -0.02 -0.56
0.13 0.21 0.29
0.23 -0.26 -0.49
-0.20 0.04 -0.12
-0.26 -0.02 0.10
0.26 -0.07 0.31
-2.27 -3.43 -5.00
-1.38 -1.08 0.26
0.54 0.68 0.06
1.39 0.21 -0.58
-0.37 0.08 0.61
-0.45 1.72 0.25
0.29 -0.51 -0.05
0.37 -0.08 0.09
0.64 0.45 -0.16
0.26 -0.13 0.04
0.23 -0.07 -0.22
-0.12 -0.01 -0.18
-0.39 0.04 0.07
-0.26 0.18 0.37
-0.02 0.03 -0.18
-0.10 -0.02 -0.01
0.09 -0.15 0.19
1.56 0.16 -2.23
0.14 -0.05 -0.22
-0.62 0.01 0.09
0.15 -0.15 -0.16
0.16 -0.03 0.02
0.00 -0.19 -0.06
-0.02 0.17 0.06
0.19 -0.18 -0.15
-0.08 0.38 0.35
-0.09 0.05 0.08
-0.14 -0.22 -0.16
-0.50 0.29 0.43
-0.09 -0.01 0.12
-0.09 -0.29 -0.05
0.07 0.17 -0.32
0.10 0.11 0.33
-0.04 0.19 -0.08
0.11 0.10 0.14
-0.07 -0.13 -0.02

Values from the calculation:
**Largest force on an atom**: 6.48 eV/Å
**2S+1**: 1
**Energy relative to the best compared isomer or geometry (same formula, charge and spin)**: 390.9 kJ/mol
**Gap between HOMO and LUMO**: 4.2 eV
**HOMO level**: -0.0663 hartree
**E_LUMO**: 2.40 eV
**Net charge**: -1
**Total energy**: -4084.98917 Ha